93
Properties=species:S:1:pos:R:3 method="wB97M-V/def2-TZVPD" multiplicity=3 e_homo_ev="-10.4 / -10.7" orbital_gap_ha="0.292 / 0.216" total_energy_ha=-3191.93584 total_charge=+1
Au -0.28 0.32 -1.44
P 1.17 0.71 2.33
P 0.55 2.33 -0.20
P -1.62 -2.23 -0.57
O -2.44 1.43 -2.75
N 0.56 0.99 -3.17
N -1.03 -0.81 0.04
N 2.61 1.64 -4.31
N 3.84 3.65 -5.12
C 1.58 -3.90 -2.47
C -1.78 5.01 1.79
C -0.84 3.10 0.65
C -2.50 -2.46 -3.24
C 3.75 0.69 5.56
C -2.75 -1.98 -1.95
C 3.16 -3.11 0.61
C -2.57 -2.62 2.00
C -2.62 -3.06 0.68
C 1.60 -5.19 -1.95
C 0.63 -2.99 -2.03
C 1.27 -1.95 1.54
C -3.42 -2.23 -4.25
C 3.16 4.65 -2.32
C 1.78 1.96 1.08
C -4.59 -1.52 -3.98
C -3.93 -1.27 -1.68
C 3.24 2.73 -4.73
C -4.12 -4.35 2.62
C -3.44 -4.13 0.32
C 2.22 2.54 4.17
C 2.97 2.94 5.27
C 1.26 3.59 -1.27
C -4.19 -4.78 1.30
C -0.77 4.45 1.03
C -1.94 2.34 1.04
C 3.74 2.02 5.96
C -0.29 -4.67 -0.55
C 2.02 -0.78 1.67
C 3.37 -0.80 1.28
C 1.84 -3.11 1.01
C -0.33 -3.38 -1.07
C 3.93 -1.96 0.75
C 2.25 1.21 3.74
C 3.00 0.29 4.46
C 2.64 3.67 -1.47
C 0.93 5.43 -2.80
C -4.84 -1.04 -2.69
C -2.95 2.91 1.80
C 0.41 4.46 -1.96
C -2.87 4.24 2.17
C 1.56 1.35 -3.71
C 0.67 -5.57 -0.99
C -3.32 -3.27 2.97
C 2.30 5.53 -2.97
H 2.71 6.28 -3.64
H -1.94 1.92 -3.42
H 3.99 0.08 1.41
H -1.96 -1.75 2.25
H -0.67 4.38 -1.82
H -1.72 6.05 2.08
H -4.12 -0.90 -0.68
H -4.82 -5.61 1.03
H -3.66 4.69 2.77
H 4.98 -1.96 0.45
H -5.76 -0.49 -2.49
H 1.59 3.27 3.67
H 3.01 -0.75 4.16
H 2.33 -5.90 -2.30
H -3.23 -2.60 -5.25
H -3.50 -4.46 -0.71
H 2.02 2.91 1.54
H 3.61 -4.01 0.20
H -5.31 -1.36 -4.77
H 0.24 -1.95 1.87
H -0.99 -4.97 0.22
H 3.32 2.98 -0.99
H -4.71 -4.85 3.38
H 2.31 -3.59 -3.21
H 2.67 1.56 0.60
H -2.97 0.79 -3.25
H -3.80 2.31 2.11
H 0.69 -6.57 -0.58
H 2.94 3.98 5.59
H 0.26 6.10 -3.32
H -2.01 1.30 0.75
H 4.33 2.33 6.82
H -1.59 -3.02 -3.46
H 4.23 4.71 -2.48
H 0.63 -1.99 -2.44
H 0.08 5.05 0.73
H -3.29 -2.93 4.00
H 4.33 -0.04 6.11
H 1.24 -4.01 0.92

=====

105
Properties=species:S:1:pos:R:3 method="wB97M-V/def2-TZVPD" e_homo_ev=-4.3 orbital_gap_ha=0.228 relative_energy_kj_mol=0.00 total_energy_ha=-4082.88672 total_charge=-1
Y -1.12 0.31 0.43
Cl 1.92 1.04 6.41
Cl 4.26 1.79 4.39
P 1.71 -0.19 -3.57
O 1.69 4.09 0.21
O -2.72 -2.03 4.68
O 0.60 -1.37 2.55
O -2.32 -1.09 1.85
O -2.63 2.62 3.93
O 2.44 -0.95 1.13
O -0.64 -0.05 -2.03
N 4.46 0.21 -3.39
N 2.98 1.90 -2.30
N -1.68 -1.85 -0.65
N -1.15 2.51 -1.18
N -3.40 1.19 0.74
N 3.30 -0.31 -1.29
N 0.65 2.07 0.74
N -1.31 1.44 2.49
N -1.84 -1.96 -2.02
C -0.86 4.55 -3.07
C -3.63 1.67 1.98
C -1.90 3.62 -3.16
C -2.15 -2.31 2.25
C 4.19 1.65 -3.11
C -0.07 1.77 3.04
C 2.30 2.20 2.57
C 3.42 -0.32 -4.28
C 2.14 -1.02 -1.94
C -1.81 -2.22 -4.81
C -1.30 -4.99 3.05
C -2.46 1.97 2.88
C 0.22 1.51 4.40
C 1.79 1.64 -3.12
C 1.97 -2.35 4.42
C -1.36 0.13 -4.96
C 4.53 -0.50 -2.13
C 3.31 -2.66 4.75
C -1.67 -3.02 -0.07
C 0.80 3.22 0.06
C -1.61 0.09 -6.33
C -3.40 -0.78 4.56
C -1.94 -1.11 -6.95
C 0.98 2.11 2.13
C 3.08 1.16 -1.06
C -0.17 3.42 -1.06
C -1.77 -4.08 3.98
C -1.26 -0.99 -2.67
C -2.25 -2.79 3.63
C -1.99 2.63 -2.19
C 2.59 1.85 3.90
C 4.18 -1.74 2.66
C -5.99 1.41 1.70
C -5.73 0.96 0.41
C -2.04 -2.26 -6.19
C 1.75 -1.76 3.21
C -4.93 1.78 2.49
C -4.43 0.86 -0.03
C 2.86 -1.48 2.36
C -1.43 -1.03 -4.18
C -1.73 -3.32 1.31
C 4.38 -2.38 3.89
C -1.27 -4.60 1.72
C 1.56 1.51 4.79
C 0.01 4.47 -2.01
B 1.01 -0.93 1.21
H 5.01 -1.52 1.99
H 3.49 0.25 -5.22
H -0.54 1.32 5.14
H 1.87 2.26 -4.02
H 1.28 -1.01 -1.26
H -1.54 -3.87 -0.75
H -7.00 1.49 2.06
H 5.06 2.06 -2.58
H 1.17 -2.62 5.13
H 5.37 -2.69 4.18
H -2.14 -1.15 -8.01
H 2.17 1.30 -0.44
H -5.02 2.14 3.50
H -0.75 5.31 -3.82
H 0.86 1.92 -2.60
H 3.10 2.50 1.91
H -6.53 0.67 -0.26
H -1.53 1.00 -6.90
H -2.28 -3.19 -6.70
H -0.85 -5.27 0.96
H -1.94 -3.13 -4.22
H 3.64 -1.37 -4.52
H -0.98 -6.00 3.32
H -3.80 -0.57 5.57
H 3.36 -0.73 -0.34
H -4.17 0.50 -1.03
H -2.78 1.89 -2.26
H -2.61 3.69 -3.97
H 2.41 -2.07 -2.13
H 4.67 -1.58 -2.33
H -2.73 0.03 4.28
H -4.26 -0.83 3.87
H -1.82 -4.35 5.04
H 5.40 -0.12 -1.57
H 3.95 1.53 -0.50
H 0.83 5.15 -1.88
H 3.55 -3.11 5.71
H 4.08 2.18 -4.07
H -1.12 1.08 -4.49

=====

99
Properties=species:S:1:pos:R:3 method="wB97M-V/def2-TZVPD" e_homo_ev=-11.4 orbital_gap_ha=0.240 total_energy_ha=-2825.22347 total_charge=+1
O 5.04 2.52 5.20
O -8.15 -3.06 -7.22
O 5.95 -0.99 -0.45
O 1.60 2.02 -0.05
O 9.53 -3.65 3.80
O -3.19 -1.88 -5.78
O 0.79 5.64 5.70
O -1.36 -5.78 -7.06
O -1.45 2.44 4.34
O -4.23 5.29 7.84
O 4.83 -3.92 1.35
O -4.34 0.10 0.62
O 1.61 -2.90 -3.74
N -0.81 -0.89 -2.16
N -0.31 0.20 -2.72
C -6.69 -2.41 -5.50
C 0.93 -3.56 -4.51
C -2.86 2.16 1.09
C -0.24 -2.98 -5.19
C 1.24 -4.98 -4.78
C -0.68 -5.12 -6.30
C 3.71 -0.64 -1.08
C 8.45 -3.72 3.23
C 1.74 3.72 4.73
C -2.72 5.29 6.04
C -7.01 -2.79 -6.89
C -2.67 1.20 -2.14
C -4.52 -0.31 -0.77
C 4.95 -0.30 -0.36
C 0.49 -5.71 -5.61
C 2.81 2.93 4.60
C 7.00 -3.00 1.39
C -0.80 2.55 -3.41
C -5.44 -2.11 -5.14
C 8.18 -2.94 2.01
C 1.76 4.92 5.59
C -3.59 4.64 7.04
C 5.91 -3.86 1.91
C -2.97 2.44 6.14
C -5.90 -2.82 -7.86
C 6.18 -4.63 3.14
C 3.03 5.22 6.30
C -4.29 1.55 0.69
C 2.62 0.12 -0.98
C 7.36 -4.57 3.76
C -1.28 1.18 -2.70
C -2.02 4.57 5.16
C 2.60 1.33 -0.14
C 4.10 4.44 6.17
C -2.03 -1.14 -1.57
C -3.12 -0.10 -1.47
C 4.93 0.92 0.49
C 3.84 1.68 0.59
C -4.65 -2.52 -7.50
C -1.70 1.09 1.33
C -4.33 -2.15 -6.11
C -2.09 3.09 5.15
C 4.07 3.23 5.31
C -0.99 -3.70 -6.03
C -3.67 3.16 7.02
H 2.10 -5.40 -4.27
H 0.70 -6.75 -5.82
H -2.51 2.83 0.23
H -4.64 2.07 -0.26
H -1.03 1.07 0.41
H -2.67 6.37 6.07
H -7.51 -2.39 -4.80
H 3.03 6.11 6.92
H 5.85 1.16 1.01
H 6.79 -2.44 0.49
H 0.80 3.51 4.22
H -0.14 -1.69 -2.17
H 3.74 -1.53 -1.69
H -4.75 -1.43 -0.74
H 3.81 2.57 1.20
H -4.32 2.70 7.76
H -0.89 2.50 -4.54
H -5.02 1.85 1.52
H 1.70 -0.12 -1.50
H 0.28 2.75 -3.08
H -3.83 -2.54 -8.20
H -1.41 3.41 -2.97
H -1.84 -3.28 -6.54
H 7.58 -5.13 4.66
H -1.04 1.52 2.17
H -0.45 -1.93 -4.98
H -2.04 0.08 1.70
H -5.18 -1.83 -4.12
H -3.01 1.36 6.12
H -6.16 -3.10 -8.88
H 5.03 4.64 6.68
H -2.24 -2.17 -1.14
H 2.80 2.05 3.98
H 5.37 -5.25 3.51
H -2.98 2.83 1.99
H -5.37 0.28 -1.26
H 8.99 -2.32 1.64
H -1.37 5.03 4.43
H -3.32 2.11 -2.23

=====

97
Properties=species:S:1:pos:R:3 method="wB97M-V/def2-TZVPD" e_homo_ev=-7.1 orbital_gap_ha=0.258 relative_energy_kj_mol=82.57 total_energy_ha=-4023.34159 total_charge=0
Pb 2.73 -1.82 -0.63
S 2.61 -2.71 3.27
S -0.48 0.09 -1.71
S 0.08 0.48 1.54
S 4.51 -3.55 0.31
O -0.33 0.13 -3.19
O 2.44 -1.63 -2.85
O 2.28 -1.21 3.31
N 3.66 -5.88 1.27
N 0.97 -4.80 2.71
N 1.94 -3.97 -1.15
N 0.04 -2.79 2.70
N 2.26 -5.02 -0.30
C -4.02 -2.77 -1.10
C 1.27 -1.65 -4.88
C -0.82 3.91 -0.34
C 0.56 1.72 3.95
C -1.73 3.29 3.81
C -2.61 5.57 -0.48
C -1.17 1.69 -1.23
C 4.57 3.30 -1.26
C 4.32 4.15 -2.29
C -1.82 6.49 0.13
C 2.99 4.39 -2.71
C -0.52 6.13 0.57
C 0.25 2.62 4.97
C -0.29 1.62 2.85
C 0.37 -2.22 -5.75
C 0.14 -4.10 -4.31
C 1.60 -2.26 -3.64
C -5.17 -3.73 -0.93
C -2.67 -0.95 -0.23
C 1.95 3.78 -2.08
C -0.04 4.87 0.35
C -2.49 2.03 -1.60
C -0.36 -5.02 2.11
C 3.76 1.75 0.48
C -0.89 3.41 4.92
C -1.07 -3.66 2.30
C -2.95 3.28 -1.36
C 2.17 2.90 -0.99
C 1.34 -4.33 -2.23
C 1.10 2.26 -0.30
C -0.21 -3.47 -5.47
C 1.02 -3.52 -3.37
C -3.25 -2.76 -2.25
C -1.43 2.41 2.78
C -1.92 -0.96 -1.41
C -2.14 4.25 -0.73
C -2.20 -1.87 -2.41
C 3.35 -4.87 0.37
C 1.39 1.36 0.71
C 3.51 2.65 -0.59
C -1.22 4.36 6.04
C -3.71 -1.85 -0.09
C 1.17 -3.47 2.88
C 2.73 1.11 1.10
C -0.32 2.60 -0.64
H 0.02 -1.79 2.79
H 4.61 -5.86 1.61
H 3.32 -6.79 1.01
H -1.53 -3.30 1.38
H 1.43 1.07 4.02
H 5.59 3.09 -0.95
H -1.60 -1.85 -3.32
H 4.78 1.58 0.79
H -2.09 2.33 1.92
H 1.10 -5.39 -2.30
H -0.90 -3.92 -6.16
H -2.27 4.64 6.03
H 5.14 4.65 -2.80
H -4.90 -4.55 -0.26
H -3.11 1.29 -2.08
H -2.18 7.50 0.30
H 0.94 4.60 0.71
H 0.09 6.86 1.09
H 0.11 -1.69 -6.66
H 2.90 0.41 1.92
H 0.92 2.69 5.83
H 1.70 -0.67 -5.07
H -0.28 -5.08 -4.09
H -0.63 5.28 5.95
H -3.96 3.56 -1.66
H -5.48 -4.15 -1.88
H -0.99 3.91 7.01
H -0.27 -5.28 1.05
H 1.76 -5.34 2.37
H -1.83 -3.71 3.08
H -6.03 -3.22 -0.48
H -2.45 -0.24 0.56
H 0.94 3.95 -2.42
H -3.47 -3.47 -3.05
H 2.80 5.06 -3.54
H -2.62 3.91 3.75
H -3.62 5.82 -0.79
H -0.88 -5.82 2.62
H -4.31 -1.83 0.82

=====

93
Properties=species:S:1:pos:R:3 method="wB97M-V/def2-TZVPD" e_homo_ev=-6.0 orbital_gap_ha=0.316 total_energy_ha=-2546.54353 total_charge=-1
P 2.82 -5.05 15.27
O 7.05 -6.88 22.85
O 5.42 -6.54 19.67
O 4.13 -4.74 18.22
O 4.30 -4.20 20.74
O 5.50 -5.64 23.92
O 6.09 -5.13 17.11
C 4.64 -2.46 23.90
C 5.08 -5.75 22.58
C 6.50 -0.97 23.73
C 6.43 -7.58 25.02
C 3.65 -10.48 22.06
C 5.80 -9.37 22.00
C 9.70 -6.75 19.22
C 0.86 -1.52 13.08
C 4.88 -6.48 14.03
C 1.85 -2.24 12.37
C 5.36 -8.51 21.03
C 7.97 -8.86 19.72
C 4.73 -7.44 11.78
C 2.84 -6.25 12.70
C 1.93 -3.97 21.78
C 3.18 -9.61 21.06
C 1.09 -2.94 15.00
C 5.48 -7.09 12.89
C 0.23 -4.57 23.43
C 6.97 -1.69 22.62
C 5.29 -1.37 24.34
C 6.72 -6.41 24.14
C 6.29 -6.25 21.83
C 4.94 -10.32 22.55
C 7.77 -5.49 24.68
C 4.00 -8.59 20.62
C 7.51 -7.57 20.06
C 6.10 -7.26 20.62
C 8.37 -6.55 19.62
C 4.91 -4.71 17.15
C 2.54 -3.24 13.07
C 2.52 -4.96 23.91
C 0.52 -1.82 14.45
C 3.58 -5.98 13.89
C 6.21 -2.70 22.10
C 9.25 -9.11 19.17
C 4.20 -4.10 15.91
C 5.09 -3.18 22.75
C 3.45 -6.96 11.65
C 0.59 -4.01 22.23
C 4.35 -4.40 22.17
C 10.14 -8.06 19.02
C 2.12 -3.64 14.37
C 1.19 -5.08 24.25
C 2.91 -4.46 22.62
Be 4.70 -5.17 19.63
H 7.26 -9.70 19.81
H 7.25 -8.29 24.96
H 5.44 -6.45 14.95
H 7.98 -4.59 24.11
H 7.44 -5.19 25.70
H 3.64 -7.87 19.87
H 6.87 -5.40 21.39
H 5.27 -10.97 23.30
H 3.42 -3.73 12.65
H 3.22 -5.19 24.70
H 3.08 -11.37 22.40
H 5.49 -8.08 24.75
H -0.82 -4.53 23.71
H 5.09 -8.12 11.00
H 7.02 -0.09 24.11
H 8.69 -6.07 24.82
H 1.79 -5.94 12.59
H 9.47 -10.16 18.98
H 3.78 -3.17 16.22
H 0.75 -3.37 15.91
H 4.28 -6.49 22.56
H 2.15 -9.71 20.65
H 1.02 -5.53 25.24
H 6.52 -7.39 12.91
H 2.20 -3.56 20.82
H 4.99 -3.89 15.16
H 2.07 -2.01 11.31
H 3.70 -2.74 24.43
H -0.22 -1.23 14.97
H 10.30 -5.92 19.00
H -0.26 -3.64 21.61
H 7.96 -5.51 19.60
H 6.75 -9.24 22.43
H 11.17 -8.20 18.64
H 6.34 -7.27 26.06
H 6.43 -3.10 21.08
H 2.81 -7.14 10.71
H 4.85 -0.77 25.11
H 0.34 -0.70 12.56
H 7.84 -1.28 22.13